Entry from the OMol25 dataset: a molecular structure, C35H37NO7P in a non-equilibrium geometry (ωB97M-V/def2-TZVPD).

ORCA input file:
```
! wB97M-V def2-TZVPD RIJCOSX def2/J DEFGRID3
* xyz -1 1
C -3.2415 -1.1071 3.4587
C -2.6962 -0.7251 4.8188
C -3.8095 -0.8806 5.8712
O -1.5925 -1.5709 5.2285
C -0.4266 -1.3127 4.5522
O 0.6429 -1.7700 4.9791
C -0.5489 -0.3105 3.4220
C 0.5248 -0.3709 2.4534
C 0.7027 1.0543 1.7980
C -0.4071 1.8278 1.3752
C -0.2486 3.1170 0.8791
C 1.0261 3.7285 0.9225
N 1.1903 4.9894 0.4218
C 0.1629 5.6228 -0.3856
C -1.2301 5.3075 0.1317
C -1.4288 3.8068 0.3269
C 2.5078 5.5877 0.2936
C 3.4058 5.1885 1.4519
C 3.4459 3.6693 1.6164
C 2.1235 3.0148 1.4693
C 1.9664 1.6771 1.8377
C -1.1230 0.8840 4.1240
O -0.6196 1.9968 4.2012
O -2.2513 0.6266 4.8526
H -2.4525 -1.0471 2.6984
H -3.6236 -2.1351 3.5056
H -4.0502 -0.4106 3.1982
H -3.4616 -0.6368 6.8817
H -4.6628 -0.2306 5.6377
H -4.1804 -1.9126 5.8790
H 1.4589 -0.9799 3.2334
H -1.4158 1.4011 1.4471
H 0.3509 6.7061 -0.3787
H 0.2554 5.2903 -1.4361
H -1.3804 5.8288 1.0839
H -1.9642 5.7033 -0.5750
H -1.6893 3.3638 -0.6432
H -2.2933 3.6421 0.9775
H 2.9724 5.2887 -0.6659
H 2.3798 6.6797 0.2559
H 4.4106 5.5857 1.2809
H 3.0226 5.6504 2.3690
H 4.1349 3.2538 0.8691
H 3.8728 3.4265 2.5947
H 2.8252 1.1426 2.2802
C 3.0555 0.6302 -2.2164
C 1.7650 0.0845 -1.6700
O 2.0317 -0.3760 -0.3156
C 0.9502 -0.9237 0.2612
C 1.3254 -1.4636 1.6598
P 0.9116 -3.2938 1.6983
C 0.1702 -4.0189 0.2266
C 0.7157 -3.9690 -1.0655
C 0.1284 -4.6970 -2.1152
C -1.0292 -5.4569 -1.8950
C -1.5641 -5.5284 -0.5997
C -0.9402 -4.8495 0.4507
C 2.4720 -4.2352 1.8952
C 3.2483 -4.7012 0.8181
C 4.4216 -5.4402 1.0325
C 4.8417 -5.7555 2.3308
C 4.0406 -5.3459 3.4047
C 2.8701 -4.6054 3.1908
O -0.0385 -3.3543 2.8497
O -0.1601 -0.9707 -0.2070
H 2.9012 1.0268 -3.2236
H 3.4406 1.4567 -1.6097
H 3.8257 -0.1443 -2.2892
H 0.9978 0.8666 -1.6041
H 1.3986 -0.7446 -2.2967
H 2.4742 -1.4669 1.5966
H 1.6093 -3.3835 -1.2827
H 0.5661 -4.6714 -3.1194
H -1.5212 -5.9918 -2.7153
H -2.4687 -6.1115 -0.3991
H -1.3224 -4.9417 1.4693
H 2.9533 -4.4934 -0.2072
H 5.0276 -5.7573 0.1828
H 5.7793 -6.2968 2.4976
H 4.3554 -5.5926 4.4185
H 2.2602 -4.2937 4.0394
*
```

The energy comes out at -62005.904 eV. The energy above the lowest of the compared OMol25 structures with the same formula, charge and spin comes out at 86.7 kcal per mole.

Löwdin atomic charge list, values in e, 5 entries: atom 1 (C): -0.011, atom 2 (C): -0.538, atom 3 (C): -0.002, atom 4 (O): 0.061, atom 5 (C): -0.443

Entry from the OMol25 dataset: a molecular structure, C35H38AsBrGaN3O4 in a non-equilibrium geometry (ωB97M-V/def2-TZVPD).

ORCA input file:
```
! wB97M-V def2-TZVPD RIJCOSX def2/J DEFGRID3
* xyz 0 1
Ga 11.8916 9.9211 13.2046
C 9.8104 8.7830 16.7898
C 10.4250 8.8495 15.4447
N 11.1973 9.8685 15.0954
O 11.1374 11.0026 15.9376
C 10.3305 7.8460 14.4419
C 9.5891 6.5592 14.6980
N 10.9431 8.1365 13.2554
O 10.9986 7.3132 12.2647
H 10.5881 8.8841 17.5726
H 9.3126 7.8238 16.8620
H 9.0062 9.5781 16.9030
H 11.3833 11.7515 15.3270
H 8.5153 6.7517 14.8597
H 9.9511 6.0574 15.5967
H 9.6799 5.8985 13.8236
Br 5.9477 14.0487 11.3639
C 7.8639 14.1705 11.4209
C 8.5130 15.3358 10.9761
C 9.9041 15.4659 11.2187
C 10.6130 14.4673 11.8127
C 9.9578 13.2767 12.1545
C 8.5809 13.1306 11.9964
C 10.8000 12.0691 12.6159
O 11.8924 12.2289 13.2856
O 10.4218 10.8954 12.2522
H 7.9863 16.0958 10.4334
H 10.4503 16.3858 10.9957
H 11.7167 14.5631 12.0858
H 8.0623 12.2820 12.3962
C 15.6468 17.1551 11.8740
C 15.4257 15.7113 11.5333
C 15.6394 14.6959 12.4894
C 15.2296 13.3665 12.2980
C 15.3369 12.4714 13.4884
C 14.6633 12.9555 11.0775
As 13.6668 11.2509 10.6781
N 13.5587 10.0666 12.2570
C 14.6182 9.1980 12.4923
C 14.3391 7.9183 12.9911
C 15.3306 7.0658 13.4638
C 16.6735 7.4549 13.3450
C 16.9940 8.7033 12.7896
C 16.0042 9.5356 12.2687
C 14.8541 10.1573 9.3833
C 14.2418 8.9828 8.9082
C 12.8347 8.5362 9.2352
C 14.8927 8.1092 8.0403
C 16.1805 8.3214 7.5677
C 16.8948 7.3533 6.6984
C 16.8016 9.5137 7.9971
C 16.1442 10.4292 8.8394
C 16.9296 11.6705 9.2068
C 14.5346 13.9531 10.0575
C 13.8433 13.5675 8.7874
C 14.8899 15.2752 10.3098
H 16.1320 17.2137 12.8469
H 14.7047 17.6980 11.9155
H 16.3495 17.6119 11.1279
H 16.0389 14.9382 13.4608
H 15.4057 13.0458 14.3998
H 16.2077 11.8239 13.3777
H 14.4760 11.7872 13.5537
H 13.2906 7.6143 13.0308
H 15.0572 6.1344 13.9848
H 17.4879 6.8710 13.7318
H 18.0438 8.9941 12.7473
H 16.2886 10.4521 11.7666
H 12.0629 9.2538 8.9226
H 12.7666 8.3629 10.3166
H 12.6453 7.5682 8.7328
H 14.3258 7.2559 7.6594
H 17.0424 6.3935 7.2350
H 17.8657 7.7223 6.3647
H 16.2718 7.0853 5.8234
H 17.7796 9.8285 7.6025
H 17.8746 11.6612 8.6167
H 17.2194 11.7028 10.2888
H 16.3872 12.5893 8.9369
H 14.2302 12.6467 8.3385
H 13.9222 14.3413 7.9830
H 12.7488 13.3963 8.8675
H 14.7539 15.9894 9.5033
*
```

The energy comes out at -232827.618 eV. The energy above the lowest of the compared OMol25 structures with the same formula, charge and spin comes out at 0.0 kcal per mole.

Löwdin atomic charge list, values in e, 5 entries: atom 1 (Ga): 0.562, atom 2 (C): 0.010, atom 3 (C): -0.242, atom 4 (N): -0.023, atom 5 (O): -0.019

Entry from the OMol25 dataset: a molecular structure, C35H38Cl2N6O7Pb (ωB97M-V/def2-TZVPD).

ORCA input file:
```
! wB97M-V def2-TZVPD RIJCOSX def2/J DEFGRID3
* xyz 0 1
Pb 0.3048 0.3680 1.5208
C 3.1179 1.6758 -2.2211
C 2.4561 1.8206 -0.8664
O 1.4054 1.1821 -0.6809
C 3.0944 2.7078 0.0598
C 2.7892 3.0325 1.3773
C 3.6214 4.0934 2.0521
N 1.7796 2.4586 2.0702
N 1.6591 2.8879 3.3008
C 0.7011 2.2732 4.0673
O 0.1705 1.1743 3.8255
C 0.3395 3.0026 5.3056
C -0.9389 2.8097 5.8255
C -1.3225 3.4706 6.9805
C -0.4256 4.3092 7.6310
C 0.8487 4.5020 7.1122
C 1.2319 3.8569 5.9470
H 2.7103 2.4256 -2.9047
H 2.8933 0.6903 -2.6266
H 4.1966 1.8220 -2.1627
H 3.9388 3.2460 -0.3505
H 4.2903 4.5747 1.3426
H 4.2044 3.6479 2.8600
H 2.9704 4.8351 2.5121
H -1.6200 2.1475 5.3050
H -2.3220 3.3331 7.3738
H -0.7203 4.8149 8.5418
H 1.5439 5.1597 7.6193
H 2.2238 3.9996 5.5391
N -0.8863 2.6186 0.7208
N -2.1488 2.6493 1.3255
C -2.7917 1.4179 1.6176
O -3.9977 1.4722 1.8341
O -2.0285 0.3851 1.6388
H -0.3284 3.3957 1.0417
H -0.9417 2.6271 -0.2949
H -2.7894 3.3633 1.0179
N -1.1694 0.1661 -1.8284
C -2.3617 0.8850 -1.8786
C -2.4398 2.0782 -2.6026
C -3.6367 2.7787 -2.6833
C -4.7757 2.3005 -2.0548
C -4.7059 1.1088 -1.3429
C -3.5170 0.4054 -1.2568
H -0.3192 0.6863 -1.9777
H -1.0790 -0.4960 -1.0689
H -1.5509 2.4469 -3.1087
H -3.6748 3.7074 -3.2412
H -5.7009 2.8611 -2.0978
H -5.5796 0.7330 -0.8267
H -3.4560 -0.4924 -0.6508
Cl 2.1046 -3.4123 -2.4924
C 1.2570 -2.6037 -3.7632
C 2.0101 -1.9566 -4.7290
C 1.3871 -1.2035 -5.7083
C 0.0050 -1.1003 -5.7323
C -0.7420 -1.7696 -4.7852
Cl -2.4647 -1.7243 -4.8876
C -0.1425 -2.5328 -3.7717
N -0.9669 -3.1031 -2.7925
C -0.9357 -4.3700 -2.3153
C -0.3475 -5.4043 -3.0778
C -0.3410 -6.6844 -2.6090
C -0.9310 -6.9934 -1.3624
C -1.5306 -6.0087 -0.6240
C -1.5716 -4.6770 -1.0719
C -2.1733 -3.6579 -0.2360
C -0.9440 -2.9718 0.6373
O -0.6459 -3.6103 1.6293
O -0.5272 -1.9158 0.1242
H 3.0882 -2.0429 -4.6970
H 1.9809 -0.6894 -6.4529
H -0.4977 -0.5210 -6.4946
H -1.6758 -2.4722 -2.4314
H 0.0755 -5.1704 -4.0459
H 0.1136 -7.4675 -3.2025
H -0.9235 -8.0126 -0.9989
H -1.9886 -6.2471 0.3271
H -2.8299 -4.0867 0.5133
H -2.6770 -2.8538 -0.7691
C 2.8437 -2.9562 1.1293
C 3.1928 -1.6890 0.3855
O 3.1356 -0.6036 1.3147
H 2.9762 -3.8208 0.4768
H 1.8077 -2.9362 1.4708
H 3.4917 -3.0706 2.0004
H 2.4850 -1.5175 -0.4333
H 4.1994 -1.7631 -0.0401
H 3.4390 0.2007 0.8768
*
```

The energy comes out at -90477.194 eV. The energy above the lowest of the compared OMol25 structures with the same formula, charge and spin comes out at 38.8 kcal per mole.

Löwdin atomic charge list, values in e, 5 entries: atom 1 (Pb): 1.596, atom 2 (C): -0.009, atom 3 (C): -0.464, atom 4 (O): -0.148, atom 5 (C): -0.010

Entry from the OMol25 dataset: a molecular structure, C35H38F4N3OTaTe (ωB97M-V/def2-TZVPD).

ORCA input file:
```
! wB97M-V def2-TZVPD RIJCOSX def2/J DEFGRID3
* xyz 3 2
Ta -0.3340 0.8376 0.4216
C 3.3321 1.3005 0.7652
C 2.6856 1.5617 -0.5757
N 1.5489 0.6290 -0.9857
C 2.1313 -0.7708 -1.1146
C 1.2800 -1.8032 -1.8344
C 1.1103 1.1010 -2.3629
C 0.0847 2.2018 -2.1597
N -0.9451 1.5614 -1.3170
C -2.1501 1.1084 -1.8673
C -2.5857 -0.1236 -1.3915
F -1.7138 -0.6984 -0.4297
C -3.7550 -0.7404 -1.7627
F -4.0855 -1.9139 -1.2558
C -4.5585 -0.0852 -2.6811
C -4.1709 1.1518 -3.1659
F -4.9380 1.7887 -4.0234
C -2.9854 1.7668 -2.7595
F -2.6520 2.9673 -3.2159
H 4.1745 1.9833 0.8763
H 2.6617 1.4889 1.5977
H 3.7333 0.2915 0.8520
H 2.3043 2.5819 -0.6220
H 3.4397 1.4786 -1.3594
H 3.0744 -0.6662 -1.6555
H 2.3731 -1.1128 -0.1107
H 1.2794 -1.6688 -2.9149
H 1.7208 -2.7811 -1.6429
H 0.2470 -1.8487 -1.4944
H 1.9823 1.4180 -2.9332
H 0.6374 0.2756 -2.8900
H 0.5303 3.0128 -1.5856
H -0.3277 2.6620 -3.0535
H -5.4866 -0.5333 -3.0138
C -4.7869 5.4917 3.5488
C -3.5901 4.5971 3.5285
C -3.5047 3.5066 2.6704
C -2.4098 2.6513 2.6440
C -2.5169 1.5083 1.6644
C -1.3328 2.8963 3.5062
Te 0.5006 1.8467 3.8421
N 0.4146 0.4696 2.2652
C 1.4480 -0.4228 2.6909
O 2.3024 0.0601 3.4155
C 1.3359 -1.8487 2.3932
C 0.4316 -2.3543 1.4616
C 0.3308 -3.7083 1.2264
C 1.1319 -4.5800 1.9635
C 2.0213 -4.0931 2.9103
C 2.1326 -2.7299 3.1284
C 1.8954 3.2436 3.1532
C 3.0200 3.3094 3.9727
C 3.9847 4.2772 3.7431
C 3.8142 5.1760 2.7029
C 2.7027 5.0906 1.8725
C 1.7193 4.1310 2.0821
C 0.5603 4.0990 1.1337
C -1.4110 3.9778 4.4115
C -0.3230 4.2788 5.4148
C -2.5258 4.8013 4.4028
H -5.5075 5.2212 2.7802
H -4.4915 6.5305 3.3980
H -5.2844 5.4357 4.5181
H -4.3412 3.3035 2.0104
H -3.5414 1.1325 1.6096
H -1.9467 0.6201 1.9453
H -2.3777 1.8822 0.6224
H -0.2230 -1.6837 0.9050
H -0.3714 -4.0971 0.5011
H 1.0494 -5.6470 1.8041
H 2.6289 -4.7804 3.4829
H 2.8258 -2.3399 3.8609
H 3.1543 2.6037 4.7851
H 4.8606 4.3274 4.3753
H 4.5536 5.9460 2.5263
H 2.5987 5.7898 1.0515
H 0.8331 4.5027 0.1615
H -0.3368 4.6064 1.4924
H 0.2100 3.0489 0.9878
H 0.0181 3.3878 5.9587
H -0.6942 4.9523 6.1845
H 0.5398 4.7645 4.9557
H -2.5715 5.6189 5.1121
*
```

The energy comes out at -63115.412 eV. The energy above the lowest of the compared OMol25 structures with the same formula, charge and spin comes out at 14.3 kcal per mole.

Löwdin atomic charge list, values in e, 5 entries: atom 1 (Ta): 1.796, atom 2 (C): -0.052, atom 3 (C): -0.205, atom 4 (N): -0.236, atom 5 (C): -0.201

Entry from the OMol25 dataset: a molecular structure, C35H38FN3O3SiTb in a non-equilibrium geometry (ωB97M-V/def2-TZVPD).

ORCA input file:
```
! wB97M-V def2-TZVPD RIJCOSX def2/J DEFGRID3
* xyz 1 7
C -2.3933 -0.8203 -0.1815
C -2.8668 -0.1972 -1.3659
C -2.3867 -0.9595 -2.4677
H -3.5678 0.6391 -1.4069
C -1.5770 -2.0162 -1.9726
C -1.5913 -1.9314 -0.5580
H -1.1474 -2.6590 0.1214
H -2.6697 -0.5607 0.8420
H -2.6534 -0.8056 -3.5103
H -1.1137 -2.8158 -2.5533
Tb -0.2637 0.2220 -1.2865
C 0.1711 0.6880 -3.6667
H 0.2836 -0.1928 -4.3172
H 1.1135 1.2544 -3.7163
H -0.6023 1.3187 -4.1350
Si 1.2757 2.5052 -7.1358
C 0.1178 3.9475 -7.1307
C -1.2498 3.7563 -6.8703
H -1.6414 2.7497 -6.6902
C -2.1170 4.8562 -6.8425
H -3.1778 4.6988 -6.6421
C -1.6295 6.1482 -7.0727
H -2.3086 7.0037 -7.0481
C -0.2663 6.3381 -7.3370
H 0.1156 7.3441 -7.5207
C 0.6072 5.2467 -7.3650
H 1.6709 5.3931 -7.5740
C 0.5096 1.0777 -8.0338
C -0.2092 1.2680 -9.2279
H -0.3302 2.2729 -9.6445
C -0.7751 0.1700 -9.8877
H -1.3402 0.3262 -10.8082
C -0.6230 -1.1221 -9.3702
H -1.0677 -1.9766 -9.8854
C 0.1030 -1.3138 -8.1878
H 0.2232 -2.3182 -7.7783
C 0.6806 -0.2242 -7.5275
H 1.2574 -0.3758 -6.6101
H 1.5977 2.1478 -5.7414
H 2.5136 2.8730 -7.8625
F -2.2455 -3.1539 4.1596
C -1.1430 -2.3337 4.1877
C -0.8105 -1.6992 3.0205
C 0.2854 -0.8100 3.0218
C 0.6994 -0.1609 1.8252
O 0.2327 -0.5546 0.6863
C 1.6963 0.8468 1.8663
C 2.3999 0.9976 3.0498
N 2.1394 0.2590 4.1817
C 2.8525 0.5087 5.3667
C 4.0559 1.3961 5.4030
C 2.7401 1.8875 5.9317
C 1.0247 -0.5913 4.2120
C 0.6058 -1.2003 5.4038
C -0.4529 -2.1327 5.4008
N -0.8021 -2.8207 6.5562
C -0.8859 -2.1227 7.8260
C -0.1352 -2.9265 8.8785
N -0.7108 -4.3001 8.8556
C -0.7018 -5.0169 7.5583
C -1.4351 -4.1254 6.5628
C 2.0909 1.6524 0.6245
O 3.0618 2.3850 0.7783
O 1.3838 1.5099 -0.4816
H -1.3718 -1.8853 2.1144
H 3.1999 1.7307 3.1266
H 2.8828 -0.2956 6.0930
H 4.8020 1.0741 6.1309
H 4.4129 1.8729 4.4953
H 2.2102 2.6180 5.3170
H 2.6070 1.9423 7.0081
H 1.0959 -0.9895 6.3489
H -1.9494 -2.0223 8.1303
H -0.4629 -1.1166 7.7290
H 0.9296 -3.0229 8.6477
H -0.2684 -2.5148 9.8836
H -0.2614 -4.8816 9.5680
H -1.6964 -4.1990 9.0978
H -1.2061 -5.9807 7.6800
H 0.3432 -5.1779 7.2778
H -2.4931 -4.0205 6.8736
H -1.3913 -4.5819 5.5712
*
```

The energy comes out at -80544.644 eV.

Löwdin atomic charge list, values in e, 5 entries: atom 1 (C): -0.249, atom 2 (C): -0.223, atom 3 (C): -0.219, atom 4 (H): 0.105, atom 5 (C): -0.201

Q: Among the records above, which one has the lowest energy?
A: C35H38AsBrGaN3O4

What did the fifth record say?
Entry from the OMol25 dataset: a molecular structure, C35H38FN3O3SiTb in a non-equilibrium geometry (ωB97M-V/def2-TZVPD).

ORCA input file:
```
! wB97M-V def2-TZVPD RIJCOSX def2/J DEFGRID3
* xyz 1 7
C -2.3933 -0.8203 -0.1815
C -2.8668 -0.1972 -1.3659
C -2.3867 -0.9595 -2.4677
H -3.5678 0.6391 -1.4069
C -1.5770 -2.0162 -1.9726
C -1.5913 -1.9314 -0.5580
H -1.1474 -2.6590 0.1214
H -2.6697 -0.5607 0.8420
H -2.6534 -0.8056 -3.5103
H -1.1137 -2.8158 -2.5533
Tb -0.2637 0.2220 -1.2865
C 0.1711 0.6880 -3.6667
H 0.2836 -0.1928 -4.3172
H 1.1135 1.2544 -3.7163
H -0.6023 1.3187 -4.1350
Si 1.2757 2.5052 -7.1358
C 0.1178 3.9475 -7.1307
C -1.2498 3.7563 -6.8703
H -1.6414 2.7497 -6.6902
C -2.1170 4.8562 -6.8425
H -3.1778 4.6988 -6.6421
C -1.6295 6.1482 -7.0727
H -2.3086 7.0037 -7.0481
C -0.2663 6.3381 -7.3370
H 0.1156 7.3441 -7.5207
C 0.6072 5.2467 -7.3650
H 1.6709 5.3931 -7.5740
C 0.5096 1.0777 -8.0338
C -0.2092 1.2680 -9.2279
H -0.3302 2.2729 -9.6445
C -0.7751 0.1700 -9.8877
H -1.3402 0.3262 -10.8082
C -0.6230 -1.1221 -9.3702
H -1.0677 -1.9766 -9.8854
C 0.1030 -1.3138 -8.1878
H 0.2232 -2.3182 -7.7783
C 0.6806 -0.2242 -7.5275
H 1.2574 -0.3758 -6.6101
H 1.5977 2.1478 -5.7414
H 2.5136 2.8730 -7.8625
F -2.2455 -3.1539 4.1596
C -1.1430 -2.3337 4.1877
C -0.8105 -1.6992 3.0205
C 0.2854 -0.8100 3.0218
C 0.6994 -0.1609 1.8252
O 0.2327 -0.5546 0.6863
C 1.6963 0.8468 1.8663
C 2.3999 0.9976 3.0498
N 2.1394 0.2590 4.1817
C 2.8525 0.5087 5.3667
C 4.0559 1.3961 5.4030
C 2.7401 1.8875 5.9317
C 1.0247 -0.5913 4.2120
C 0.6058 -1.2003 5.4038
C -0.4529 -2.1327 5.4008
N -0.8021 -2.8207 6.5562
C -0.8859 -2.1227 7.8260
C -0.1352 -2.9265 8.8785
N -0.7108 -4.3001 8.8556
C -0.7018 -5.0169 7.5583
C -1.4351 -4.1254 6.5628
C 2.0909 1.6524 0.6245
O 3.0618 2.3850 0.7783
O 1.3838 1.5099 -0.4816
H -1.3718 -1.8853 2.1144
H 3.1999 1.7307 3.1266
H 2.8828 -0.2956 6.0930
H 4.8020 1.0741 6.1309
H 4.4129 1.8729 4.4953
H 2.2102 2.6180 5.3170
H 2.6070 1.9423 7.0081
H 1.0959 -0.9895 6.3489
H -1.9494 -2.0223 8.1303
H -0.4629 -1.1166 7.7290
H 0.9296 -3.0229 8.6477
H -0.2684 -2.5148 9.8836
H -0.2614 -4.8816 9.5680
H -1.6964 -4.1990 9.0978
H -1.2061 -5.9807 7.6800
H 0.3432 -5.1779 7.2778
H -2.4931 -4.0205 6.8736
H -1.3913 -4.5819 5.5712
*
```

The energy comes out at -80544.644 eV.

Löwdin atomic charge list, values in e, 5 entries: atom 1 (C): -0.249, atom 2 (C): -0.223, atom 3 (C): -0.219, atom 4 (H): 0.105, atom 5 (C): -0.201

Q: What is the formula in the second record?
A: C35H38AsBrGaN3O4